{
  "formula": "C28H31IrNO7P4SSe3Te",
  "method": "the ωB97M-V functional and the def2-TZVPD basis",
  "gap_ev": [6.73, 6.03],
  "charge": 0,
  "total_energy_ha": -11007.5231,
  "homo_ev": [-7.0637, -8.2015],
  "multiplicity": 6,
  "lumo_ev": [-0.337, -2.176],
  "species": ["Ir", "Se", "Se", "Te", "Se", "O", "P", "O", "O", "O", "P", "O", "O", "O", "H", "H", "C", "S", "C", "C", "C", "N", "P", "C", "C", "C", "C", "C", "C", "C", "C", "C", "C", "C", "C", "P", "C", "C", "C", "C", "C", "C", "C", "C", "C", "C", "C", "C", "H", "H", "H", "H", "H", "H", "H", "H", "H", "H", "H", "H", "H", "H", "H", "H", "H", "H", "H", "H", "H", "H", "H", "H", "H", "H", "H", "H", "H"],
  "positions_angstrom": [[-0.10, -0.70, 0.30], [0.96, -3.17, 0.66], [2.01, -3.91, -1.20], [1.51, -1.55, -2.33], [3.59, -0.65, -3.00], [-4.22, 0.92, 0.57], [-2.70, 0.54, 0.27], [-1.82, 1.67, 0.68], [-2.40, -0.85, 0.80], [-2.69, 0.45, -1.37], [-1.49, -0.28, -2.17], [-2.01, -0.19, -3.66], [-1.34, -1.68, -1.64], [-0.17, 0.48, -2.08], [-4.80, 0.14, 0.57], [-2.96, -0.35, -3.75], [3.84, 2.39, 7.01], [2.30, 3.16, 6.51], [2.38, 2.79, 4.75], [1.11, 3.26, 4.05], [0.99, 2.79, 2.61], [1.18, 1.33, 2.42], [-0.12, 0.23, 2.73], [-1.14, 0.87, 4.09], [-2.31, 1.55, 3.76], [-3.11, 2.08, 4.76], [-2.74, 1.93, 6.09], [-1.58, 1.24, 6.42], [-0.78, 0.71, 5.43], [0.66, -1.19, 3.57], [1.96, -1.22, 4.03], [2.47, -2.37, 4.64], [1.66, -3.48, 4.79], [0.35, -3.46, 4.34], [-0.15, -2.32, 3.72], [1.79, 0.69, 0.94], [3.43, 0.05, 1.37], [3.89, -1.13, 0.83], [5.15, -1.61, 1.17], [5.95, -0.90, 2.05], [5.49, 0.30, 2.59], [4.24, 0.78, 2.24], [2.09, 2.05, -0.18], [3.36, 2.31, -0.70], [3.53, 3.31, -1.65], [2.44, 4.04, -2.08], [1.17, 3.78, -1.58], [0.99, 2.78, -0.64], [3.94, 2.52, 8.09], [4.70, 2.85, 6.53], [3.83, 1.32, 6.80], [2.49, 1.71, 4.62], [3.25, 3.27, 4.31], [1.08, 4.35, 4.03], [0.24, 2.94, 4.63], [1.75, 3.29, 2.00], [0.02, 3.09, 2.20], [-2.58, 1.69, 2.72], [-4.02, 2.61, 4.50], [-3.37, 2.35, 6.87], [-1.29, 1.13, 7.46], [0.12, 0.17, 5.70], [2.59, -0.35, 3.92], [3.49, -2.38, 4.99], [2.05, -4.38, 5.26], [-0.29, -4.32, 4.45], [-1.17, -2.32, 3.34], [3.28, -1.69, 0.14], [5.51, -2.54, 0.74], [6.92, -1.28, 2.32], [6.12, 0.86, 3.27], [3.89, 1.72, 2.66], [4.22, 1.73, -0.37], [4.52, 3.50, -2.05], [2.58, 4.81, -2.83], [0.32, 4.34, -1.93], [0.00, 2.55, -0.27]],
  "lowdin_spin": [2.148, 0.750, 0.322, 0.356, 0.591, 0.006, 0.012, 0.067, 0.093, 0.000, 0.010, 0.006, 0.074, 0.080, 0.001, 0.000, 0.000, 0.000, 0.000, 0.000, 0.002, 0.032, 0.175, 0.055, 0.005, 0.000, 0.002, 0.003, 0.013, 0.008, 0.003, 0.002, 0.000, 0.001, 0.002, 0.092, 0.012, 0.012, 0.002, 0.001, 0.002, 0.004, 0.015, 0.014, 0.002, 0.005, 0.000, 0.007, 0.000, 0.000, 0.000, 0.000, 0.000, 0.000, 0.000, 0.000, 0.001, 0.001, 0.000, 0.000, 0.001, 0.001, 0.000, 0.000, 0.000, 0.000, 0.001, 0.007, 0.000, 0.000, 0.000, 0.000, 0.003, 0.000, 0.000, 0.000, 0.001]
}

{
  "formula": "C28H31N4O5S2",
  "method": "the ωB97M-V functional and the def2-TZVPD basis",
  "smiles": "CCN(c1ccccc1)S(=O)(=O)c1ccc(C(=O)N(CCC[NH+](C)C)c2nc3cc4c(cc3s2)OCO4)cc1",
  "gap_ev": 7.47,
  "charge": 1,
  "total_energy_ha": -2476.9675,
  "homo_ev": -10.2730,
  "multiplicity": 1,
  "lumo_ev": -2.799,
  "species": ["C", "H", "H", "H", "C", "N", "S", "O", "O", "C", "C", "C", "C", "C", "C", "H", "H", "C", "O", "N", "C", "N", "C", "C", "C", "C", "C", "C", "S", "H", "O", "C", "O", "H", "H", "H", "C", "H", "H", "C", "H", "C", "N", "C", "H", "H", "H", "C", "H", "H", "H", "H", "H", "H", "H", "H", "H", "C", "C", "C", "C", "C", "C", "H", "H", "H", "H", "H", "H", "H"],
  "positions_angstrom": [[-5.04, -3.25, 1.58], [-4.99, -2.45, 2.32], [-5.87, -3.91, 1.83], [-4.12, -3.83, 1.62], [-5.25, -2.68, 0.18], [-4.14, -1.82, -0.20], [-3.62, -1.88, -1.78], [-4.04, -0.75, -2.56], [-3.87, -3.19, -2.29], [-1.84, -1.71, -1.54], [-1.21, -2.46, -0.57], [0.16, -2.32, -0.40], [0.88, -1.44, -1.20], [0.23, -0.73, -2.22], [-1.14, -0.87, -2.38], [-1.67, -0.32, -3.14], [0.79, -0.10, -2.89], [2.33, -1.33, -1.00], [3.03, -2.32, -0.76], [2.91, -0.10, -1.11], [2.17, 1.07, -0.98], [1.13, 1.15, -0.23], [0.54, 2.37, -0.32], [-0.64, 2.74, 0.34], [-1.08, 4.01, 0.11], [-0.40, 4.92, -0.72], [0.76, 4.59, -1.38], [1.21, 3.29, -1.17], [2.61, 2.53, -1.86], [1.27, 5.28, -2.03], [-1.07, 6.09, -0.75], [-2.21, 5.93, 0.07], [-2.19, 4.62, 0.62], [-3.12, 6.06, -0.53], [-2.19, 6.67, 0.88], [-1.17, 2.04, 0.96], [4.35, 0.01, -1.30], [4.53, 0.78, -2.06], [4.69, -0.95, -1.70], [5.11, 0.40, -0.03], [4.82, 1.41, 0.25], [4.83, -0.50, 1.17], [4.99, -1.95, 0.90], [4.58, -2.74, 2.07], [5.24, -2.55, 2.91], [3.56, -2.49, 2.35], [4.62, -3.80, 1.82], [6.34, -2.32, 0.48], [6.61, -1.81, -0.45], [6.39, -3.39, 0.30], [7.06, -2.06, 1.25], [4.27, -2.18, 0.11], [5.50, -0.22, 1.99], [3.80, -0.34, 1.50], [6.17, 0.42, -0.27], [0.68, -2.89, 0.36], [-1.79, -3.13, 0.04], [-4.08, -0.53, 0.40], [-3.19, -0.33, 1.44], [-3.13, 0.91, 2.06], [-3.94, 1.95, 1.63], [-4.81, 1.75, 0.57], [-4.89, 0.51, -0.04], [-5.57, 0.34, -0.86], [-5.44, 2.55, 0.23], [-3.88, 2.92, 2.10], [-2.46, 1.06, 2.90], [-2.57, -1.14, 1.78], [-5.28, -3.48, -0.56], [-6.20, -2.12, 0.14]],
  "nbo_charge": [-0.613, 0.211, 0.226, 0.204, -0.215, -0.719, 2.331, -0.929, -0.922, -0.276, -0.189, -0.150, -0.156, -0.101, -0.207, 0.257, 0.214, 0.733, -0.656, -0.469, 0.228, -0.437, 0.073, -0.271, 0.311, 0.256, -0.300, -0.139, 0.352, 0.243, -0.461, 0.233, -0.483, 0.169, 0.171, 0.250, -0.224, 0.235, 0.227, -0.437, 0.248, -0.226, -0.404, -0.415, 0.223, 0.232, 0.235, -0.423, 0.227, 0.237, 0.225, 0.485, 0.229, 0.230, 0.229, 0.223, 0.242, 0.092, -0.162, -0.248, -0.200, -0.204, -0.192, 0.238, 0.222, 0.225, 0.218, 0.212, 0.241, 0.191]
}

{
  "formula": "C28H31O6P",
  "method": "the ωB97M-V functional and the def2-TZVPD basis",
  "gap_ev": 6.42,
  "charge": 0,
  "total_energy_ha": -1878.3935,
  "homo_ev": -7.7768,
  "multiplicity": 1,
  "lumo_ev": -1.358,
  "species": ["C", "C", "O", "P", "C", "C", "O", "O", "C", "C", "O", "O", "C", "C", "H", "H", "H", "H", "H", "H", "H", "H", "H", "H", "H", "H", "H", "H", "H", "H", "C", "O", "C", "C", "C", "C", "C", "C", "C", "C", "C", "C", "C", "C", "C", "C", "C", "C", "C", "C", "C", "H", "H", "H", "H", "H", "H", "H", "H", "H", "H", "H", "H", "H", "H", "H"],
  "positions_angstrom": [[-2.34, -4.80, -1.60], [-1.36, -3.66, -1.71], [-0.60, -3.51, -0.47], [-0.91, -2.25, 0.48], [0.36, -1.04, 0.30], [1.16, -1.14, -0.89], [2.38, -1.13, -0.97], [0.32, -1.20, -1.99], [1.03, -1.26, -3.26], [1.59, 0.08, -3.66], [-2.29, -1.72, 0.36], [-0.52, -2.93, 1.90], [-0.70, -2.20, 3.12], [-0.55, -3.13, 4.31], [-2.94, -4.82, -2.51], [-1.82, -5.76, -1.53], [-3.01, -4.67, -0.75], [-0.62, -3.81, -2.49], [-1.92, -2.72, -1.88], [0.99, -0.97, 1.18], [1.84, -1.99, -3.18], [0.28, -1.62, -3.97], [1.96, 0.04, -4.68], [0.82, 0.85, -3.59], [2.42, 0.33, -3.00], [0.04, -1.38, 3.19], [-1.70, -1.75, 3.11], [-0.29, -2.52, 5.18], [-1.51, -3.62, 4.52], [0.23, -3.89, 4.16], [5.38, 4.00, -1.65], [5.08, 2.88, -0.78], [3.78, 2.59, -0.51], [3.55, 1.69, 0.56], [2.26, 1.35, 0.90], [1.15, 1.78, 0.14], [-0.18, 1.31, 0.45], [-1.31, 1.36, -0.46], [-2.51, 1.17, 0.31], [-3.76, 1.12, -0.30], [-3.83, 1.24, -1.69], [-2.66, 1.43, -2.45], [-1.40, 1.51, -1.84], [-2.15, 1.12, 1.71], [-0.73, 1.27, 1.81], [-0.12, 1.38, 3.05], [-0.92, 1.25, 4.20], [-2.31, 1.07, 4.11], [-2.93, 1.01, 2.85], [1.39, 2.71, -0.89], [2.68, 3.11, -1.23], [6.46, 4.07, -1.61], [5.05, 3.80, -2.67], [4.92, 4.93, -1.28], [4.40, 1.27, 1.09], [2.10, 0.68, 1.75], [-4.64, 0.95, 0.31], [-4.79, 1.18, -2.20], [-2.73, 1.55, -3.53], [-0.51, 1.71, -2.42], [0.94, 1.58, 3.13], [-0.45, 1.32, 5.18], [-2.91, 0.98, 5.02], [-4.00, 0.86, 2.74], [0.55, 3.17, -1.42], [2.85, 3.81, -2.05]],
  "nbo_charge": [-0.630, -0.058, -0.816, 2.396, -0.772, 0.748, -0.616, -0.538, -0.074, -0.636, -1.106, -0.811, -0.067, -0.625, 0.211, 0.209, 0.224, 0.182, 0.207, 0.237, 0.200, 0.186, 0.214, 0.199, 0.235, 0.170, 0.197, 0.210, 0.211, 0.224, -0.256, -0.492, 0.321, -0.190, -0.151, -0.192, 0.197, -0.132, 0.099, -0.215, -0.170, -0.227, -0.163, -0.043, -0.018, -0.213, -0.225, -0.197, -0.192, -0.096, -0.332, 0.205, 0.180, 0.184, 0.223, 0.212, 0.216, 0.215, 0.214, 0.213, 0.222, 0.218, 0.219, 0.219, 0.214, 0.223]
}

Sequential ΔE to the lowest compared entry with this formula, charge and spin output: 2.2; 0.0; 37.5 kcal per mole